3 unconnected molecules or ions with the total composition C19H35F6N2O5 at a distorted geometry, computed with ωB97M-V with the def2-TZVPD basis set.

Cartesian coordinates (Å):
C1 2.276 -4.389 0.600
C2 2.757 -2.991 -0.182
C3 2.344 -3.198 -1.754
C4 1.991 -1.765 0.589
C5 1.640 -0.461 -0.335
C6 2.273 0.860 0.472
C7 -0.020 -0.274 -0.424
O1 -0.483 -0.835 -1.698
C8 -1.867 -1.331 -1.639
C9 -1.808 -2.899 -1.174
N1 -2.004 -3.151 0.302
C10 -3.391 -2.560 0.635
C11 -3.224 -0.941 0.462
N2 -2.848 -0.457 -0.908
H1 2.716 -5.357 0.112
H2 2.428 -4.319 1.768
H3 1.094 -4.453 0.443
H4 3.908 -2.899 0.024
H5 1.228 -2.959 -2.011
H6 2.679 -4.280 -2.068
H7 2.994 -2.411 -2.374
H8 2.729 -1.407 1.456
H9 1.066 -2.239 1.150
H10 2.141 -0.442 -1.392
H11 2.444 1.735 -0.315
H12 3.363 0.621 0.896
H13 1.557 1.265 1.304
H14 -0.192 0.902 -0.363
H15 -0.441 -0.790 0.538
H16 -2.239 -1.352 -2.775
H17 -0.840 -3.480 -1.560
H18 -2.717 -3.443 -1.725
H19 -2.019 -4.203 0.429
H20 -1.252 -2.776 0.922
H21 -4.190 -3.057 -0.074
H22 -3.563 -2.803 1.782
H23 -2.490 -0.514 1.300
H24 -4.286 -0.464 0.718
H25 -2.626 0.561 -0.955
C12 -6.718 1.016 0.012
C13 -6.138 2.382 0.330
O2 -7.143 3.237 0.896
C14 -7.373 3.091 2.240
O3 -6.780 2.285 2.953
C15 -8.425 4.093 2.717
F1 -9.494 4.177 1.875
F2 -7.920 5.356 2.816
F3 -8.932 3.788 3.944
H26 -7.598 1.112 -0.631
H27 -5.977 0.388 -0.492
H28 -7.044 0.504 0.923
H29 -5.798 2.860 -0.595
H30 -5.268 2.308 0.992
C16 7.044 4.586 -0.068
C17 7.030 3.862 -1.402
O4 7.599 2.550 -1.269
C18 6.758 1.572 -0.801
O5 5.584 1.767 -0.496
C19 7.476 0.223 -0.758
F4 8.734 0.310 -0.239
F5 7.615 -0.322 -2.001
F6 6.819 -0.705 -0.007
H31 8.057 4.607 0.347
H32 6.686 5.613 -0.181
H33 6.410 4.076 0.664
H34 7.651 4.406 -2.121
H35 6.020 3.811 -1.824

As for the total energy: -49781.837 eV. As for the charge: +1. Its maximum force is 0.06247 hartree/bohr.

Here are the Löwdin charges for atoms 1 to 6, given in e:
1. C -0.1253
2. C -0.3599
3. C -0.1046
4. C -0.1661
5. C -0.2619
6. C -0.1073